Density functional theory data (wB97M-V/def2-TZVPD) for a molecular structure, C48H42F36N12O24S12.

CARTESIAN COORDINATES (ANGSTROEM)
1 C 15.089 20.478 9.930
2 N 13.878 19.632 10.320
3 C 13.236 19.727 11.459
4 C 12.155 18.895 11.740
5 C 11.817 17.922 10.848
6 C 12.584 17.718 9.693
7 C 13.654 18.577 9.510
8 C 10.762 16.959 11.311
9 C 10.573 15.767 10.691
10 C 9.775 14.802 11.347
11 N 9.238 15.057 12.547
12 C 9.238 16.268 13.031
13 C 10.015 17.267 12.443
14 C 8.456 13.983 13.162
15 H 16.016 20.087 10.332
16 H 14.923 21.490 10.343
17 H 14.986 20.534 8.819
18 H 13.548 20.482 12.147
19 H 11.689 19.087 12.700
20 H 12.516 16.941 8.933
21 H 14.257 18.583 8.591
22 H 10.999 15.607 9.697
23 H 9.634 13.784 10.991
24 H 8.600 16.463 13.851
25 H 9.971 18.231 12.924
26 H 8.443 13.035 12.592
27 H 7.449 14.270 13.377
28 H 8.887 13.737 14.123
29 C 20.506 17.086 11.572
30 N 19.952 16.940 12.951
31 C 20.594 17.497 13.993
32 C 20.033 17.457 15.271
33 C 18.871 16.704 15.433
34 C 18.233 16.179 14.292
35 C 18.768 16.318 13.050
36 C 18.351 16.372 16.772
37 C 18.491 15.039 17.205
38 C 17.877 14.660 18.359
39 N 17.177 15.515 19.108
40 C 17.088 16.790 18.752
41 C 17.617 17.235 17.508
42 C 16.628 15.044 20.412
43 H 21.585 17.266 11.630
44 H 20.143 17.966 11.087
45 H 20.263 16.196 11.025
46 H 21.445 18.097 13.687
47 H 20.635 17.801 16.102
48 H 17.272 15.735 14.401
49 H 18.333 15.844 12.175
50 H 18.973 14.271 16.602
51 H 17.812 13.631 18.631
52 H 16.561 17.441 19.415
53 H 17.432 18.212 17.130
54 H 16.830 15.802 21.171
55 H 16.894 14.053 20.746
56 H 15.562 14.972 20.272
57 C 18.695 32.553 15.572
58 N 18.419 31.057 15.306
59 C 19.409 30.238 15.557
60 C 19.186 28.899 15.450
61 C 17.955 28.472 14.963
62 C 16.862 29.343 14.833
63 C 17.141 30.723 15.001
64 C 17.807 27.037 14.704
65 C 16.597 26.359 15.001
66 C 16.379 25.018 14.663
67 N 17.415 24.392 14.028
68 C 18.576 25.000 13.712
69 C 18.827 26.313 14.057
70 C 17.273 23.024 13.561
71 H 19.750 32.668 15.639
72 H 18.228 32.868 16.475
73 H 18.328 33.177 14.757
74 H 20.372 30.690 15.783
75 H 20.034 28.267 15.460
76 H 15.822 29.067 14.752
77 H 16.433 31.539 14.978
78 H 15.829 26.956 15.465
79 H 15.456 24.423 14.648
80 H 19.193 24.353 13.106
81 H 19.810 26.776 13.922
82 H 17.517 23.029 12.517
83 H 16.304 22.517 13.738
84 H 18.044 22.397 14.099
85 C 22.259 24.946 15.082
86 F 21.412 24.787 16.092
87 F 23.196 23.949 15.180
88 F 21.554 24.765 14.023
89 S 23.158 26.512 14.893
90 O 23.706 26.784 16.155
91 O 24.020 26.223 13.784
92 N 21.985 27.541 14.477
93 S 22.337 28.667 13.384
94 O 21.392 29.721 13.336
95 O 23.700 29.122 13.467
96 C 22.192 27.823 11.689
97 F 22.256 28.763 10.673
98 F 23.066 26.873 11.473
99 F 20.921 27.213 11.629
100 C 18.526 32.265 19.821
101 F 18.738 31.472 18.849
102 F 17.471 31.950 20.534
103 F 19.567 32.183 20.568
104 S 18.175 33.953 18.953
105 O 17.893 34.930 19.953
106 O 19.317 34.291 18.108
107 N 16.943 33.348 18.128
108 S 15.942 34.192 17.377
109 O 15.528 35.418 17.889
110 O 16.164 34.115 15.955
111 C 14.557 33.033 17.610
112 F 14.944 31.711 17.284
113 F 14.145 33.026 18.915
114 F 13.510 33.285 16.842
115 C 19.152 25.798 18.210
116 F 19.993 26.781 17.868
117 F 18.447 25.534 17.102
118 F 19.896 24.722 18.523
119 S 18.080 26.289 19.592
120 O 17.589 27.549 18.984
121 O 17.043 25.295 19.789
122 N 19.024 26.435 20.853
123 S 19.136 25.231 21.839
124 O 18.193 25.297 22.899
125 O 19.323 23.951 21.235
126 C 20.762 25.632 22.610
127 F 21.040 24.907 23.704
128 F 21.757 25.338 21.737
129 F 20.876 26.943 23.023
130 C 14.067 27.474 18.019
131 F 13.306 26.921 18.922
132 F 14.854 28.352 18.670
133 F 14.861 26.552 17.521
134 S 13.093 28.411 16.723
135 O 12.518 29.528 17.424
136 O 14.080 28.677 15.681
137 N 11.998 27.408 16.232
138 S 11.859 26.920 14.729
139 O 13.053 26.603 13.935
140 O 10.795 25.936 14.582
141 C 11.034 28.276 13.751
142 F 9.864 27.931 13.313
143 F 10.920 29.444 14.389
144 F 11.681 28.428 12.559
145 C 15.206 19.022 14.222
146 F 15.408 19.420 12.950
147 F 14.603 17.822 14.143
148 F 16.418 18.759 14.711
149 S 14.336 20.290 15.259
150 O 13.825 19.467 16.317
151 O 15.331 21.321 15.493
152 N 13.171 20.696 14.119
153 S 12.192 21.914 14.359
154 O 10.888 21.336 13.999
155 O 12.462 22.698 15.553
156 C 12.592 23.013 12.923
157 F 11.676 23.934 12.705
158 F 13.805 23.575 13.055
159 F 12.646 22.198 11.700
160 C 19.504 22.202 9.880
161 F 20.654 22.743 10.214
162 F 18.450 22.836 10.433
163 F 19.393 22.212 8.561
164 S 19.538 20.492 10.665
165 O 18.158 20.060 10.792
166 O 20.423 19.670 9.872
167 N 20.155 20.757 12.098
168 S 21.702 20.567 12.506
169 O 22.105 19.172 12.695
170 O 22.652 21.282 11.721
171 C 21.687 21.177 14.269
172 F 22.799 21.087 14.871
173 F 21.254 22.404 14.248
174 F 20.826 20.366 14.884

Output
2S+1   1
LUMO level   -5.0 eV
Energy above the lowest of the compared OMol25 structures with the same formula, charge and spin   569.0 kJ/mol
E_HOMO   -7.54 eV



Density functional theory data (wB97M-V/def2-TZVPD) for a gas-phase ion, C3H6NO2 (charge -1).

CARTESIAN COORDINATES (ANGSTROEM)
1 O -0.972 2.614 0.543
2 C -0.838 1.432 0.444
3 C 0.416 0.619 -0.126
4 N -0.251 -0.448 -0.917
5 C 0.233 -1.930 -0.172
6 O 1.307 -1.948 0.400
7 H -1.837 0.920 0.234
8 H 1.189 1.401 -0.786
9 H 1.112 0.252 0.702
10 H 0.385 -0.566 -1.656
11 H -0.750 -2.213 0.483
12 H 0.101 -2.714 -0.983

Output
2S+1   1
LUMO level   4.2 eV
Energy above the lowest of the compared OMol25 structures with the same formula, charge and spin   390.7 kJ/mol
E_HOMO   -3.07 eV
SMILES   O=CCNC[O-]
Charge   -1



Q: Among the records above, which one has the lowest energy above the lowest of the compared OMol25 structures with the same formula, charge and spin?
A: C3H6NO2



Q: What is the formula in the first record?
A: C48H42F36N12O24S12



Q: What is the E_HOMO in the first record?
A: -7.54 eV